--- P ---
A 9-piece molecular cluster, C26H58Br4N6O9 overall. Source: the Open Molecules 2025 dataset; level of theory: ωB97M-V/def2-TZVPD.

Positions of all 103 atoms, in Å:
C 6.639 -18.131 25.636
C 6.591 -16.646 26.170
O 5.750 -16.659 27.279
C 5.730 -15.662 28.132
O 6.625 -14.819 28.278
O 4.545 -15.777 28.753
C 4.017 -14.672 29.445
H 7.515 -18.141 24.986
H 5.769 -18.214 24.987
H 6.787 -18.814 26.470
H 6.277 -16.010 25.342
H 7.644 -16.397 26.313
H 3.186 -14.961 30.082
H 3.828 -13.815 28.804
H 4.797 -14.273 30.103
C 9.647 -15.849 23.949
O 8.502 -15.701 23.590
N 10.227 -15.295 24.986
C 11.425 -15.829 25.558
C 9.683 -14.136 25.713
H 10.348 -16.457 23.349
H 11.752 -16.744 25.062
H 11.381 -16.098 26.614
H 12.251 -15.133 25.388
H 9.297 -14.499 26.668
H 10.422 -13.415 26.072
H 8.956 -13.503 25.208
C 2.475 -12.763 32.337
O 2.413 -12.447 31.175
N 3.262 -12.186 33.265
C 3.354 -12.706 34.631
C 4.172 -11.096 32.990
H 1.979 -13.675 32.713
H 3.305 -11.775 35.200
H 4.320 -13.167 34.836
H 2.474 -13.322 34.802
H 3.962 -10.256 33.655
H 5.215 -11.358 33.174
H 4.045 -10.852 31.938
C 2.172 -18.126 28.468
O 1.623 -18.340 29.535
N 2.461 -19.053 27.540
C 3.049 -18.583 26.271
C 2.145 -20.475 27.618
H 2.504 -17.150 28.083
H 2.322 -18.497 25.462
H 3.886 -19.224 25.997
H 3.449 -17.569 26.308
H 1.908 -20.739 28.649
H 1.145 -20.630 27.202
H 2.892 -21.072 27.101
C 8.542 -14.116 30.798
O 8.665 -14.679 31.887
N 8.044 -12.866 30.654
C 8.019 -12.122 29.385
C 7.533 -12.164 31.786
H 8.733 -14.672 29.870
H 8.782 -11.390 29.665
H 7.084 -11.607 29.165
H 8.327 -12.742 28.547
H 7.333 -12.760 32.673
H 8.277 -11.392 32.009
H 6.616 -11.636 31.519
C 4.501 -15.283 23.390
O 3.652 -15.700 24.171
N 5.192 -14.147 23.430
C 6.293 -14.033 22.510
C 5.193 -13.319 24.603
H 4.777 -15.934 22.544
H 5.911 -14.097 21.490
H 6.930 -14.919 22.575
H 6.867 -13.136 22.728
H 4.278 -13.489 25.170
H 6.047 -13.556 25.243
H 5.180 -12.256 24.361
C 6.200 -21.615 28.686
O 6.494 -21.290 27.561
N 5.658 -20.794 29.609
C 4.992 -21.366 30.803
C 5.506 -19.382 29.484
H 6.395 -22.635 29.056
H 3.942 -21.078 30.868
H 5.512 -20.855 31.617
H 5.067 -22.445 30.918
H 4.449 -19.124 29.384
H 5.819 -18.824 30.369
H 6.072 -19.040 28.619
Br 8.043 -21.673 19.915
C 6.766 -20.394 20.727
C 6.093 -20.848 22.039
Br 7.267 -21.648 23.334
H 5.965 -20.318 19.990
H 7.191 -19.393 20.705
H 5.219 -21.475 21.877
H 5.715 -20.017 22.635
Br 4.615 -11.518 27.320
C 3.847 -10.506 28.858
C 4.656 -9.203 29.128
Br 3.939 -8.434 30.830
H 3.927 -11.122 29.753
H 2.795 -10.239 28.794
H 4.354 -8.512 28.343
H 5.737 -9.293 29.174

The calculation puts the HOMO-LUMO gap at 9.121 eV. The calculation puts the HOMO energy at -8.831 eV. The SMILES is CCOC(=O)OC.CN(C)C=O.CN(C)C=O.CN(C)C=O.CN(C)C=O.CN(C)C=O.CN(C)C=O.BrCCBr.BrCCBr. As for the spin multiplicity: 1.



--- Q ---
A 9-piece molecular cluster, C26H58Br4N6O9 overall. Source: the Open Molecules 2025 dataset; level of theory: ωB97M-V/def2-TZVPD.

Positions of all 103 atoms, in Å:
C 0.361 -3.571 -2.425
C 0.056 -4.953 -2.958
O -1.207 -5.371 -2.470
C -2.110 -5.833 -3.341
O -2.023 -5.826 -4.532
O -3.090 -6.351 -2.626
C -4.340 -6.614 -3.244
H -0.225 -2.794 -2.922
H 1.414 -3.338 -2.612
H 0.264 -3.410 -1.351
H 0.830 -5.636 -2.591
H 0.078 -5.026 -4.046
H -4.277 -7.514 -3.850
H -4.679 -5.744 -3.802
H -5.117 -6.814 -2.507
C 2.317 5.582 -1.271
O 3.101 6.501 -1.096
N 1.404 5.466 -2.251
C 0.688 4.212 -2.337
C 0.929 6.580 -3.011
H 2.297 4.717 -0.591
H 1.136 3.344 -1.857
H 0.667 3.939 -3.401
H -0.370 4.252 -2.055
H 0.969 6.414 -4.090
H -0.151 6.736 -2.859
H 1.349 7.513 -2.646
C 4.048 -2.217 3.740
O 4.478 -3.175 4.358
N 3.014 -1.469 4.167
C 2.600 -0.280 3.455
C 2.324 -1.686 5.431
H 4.424 -1.883 2.760
H 3.075 -0.198 2.467
H 3.093 0.636 3.808
H 1.528 -0.188 3.306
H 2.657 -1.019 6.226
H 1.266 -1.495 5.255
H 2.440 -2.721 5.738
C 1.474 5.216 2.104
O 0.834 4.181 2.062
N 2.822 5.242 2.307
C 3.540 6.518 2.195
C 3.583 4.008 2.361
H 1.083 6.248 2.089
H 2.832 7.336 2.096
H 3.978 6.455 1.192
H 4.321 6.646 2.938
H 2.916 3.216 2.698
H 3.941 3.643 1.396
H 4.388 4.162 3.076
C 4.454 -3.814 -0.847
O 4.950 -4.879 -1.161
N 3.271 -3.680 -0.222
C 2.678 -2.379 0.089
C 2.519 -4.873 0.174
H 4.844 -2.844 -1.192
H 1.912 -2.280 0.855
H 2.211 -2.133 -0.869
H 3.455 -1.645 0.297
H 2.442 -4.798 1.266
H 1.493 -4.900 -0.187
H 3.151 -5.730 -0.034
C 0.691 1.265 0.719
O 1.688 1.388 0.016
N -0.323 0.435 0.459
C -1.635 0.630 1.076
C -0.388 -0.372 -0.728
H 0.487 1.810 1.655
H -2.038 -0.358 1.326
H -2.362 1.015 0.359
H -1.537 1.155 2.025
H -0.874 0.153 -1.562
H 0.592 -0.412 -1.212
H -0.851 -1.352 -0.663
C -3.815 -1.270 -0.928
O -3.442 -0.215 -0.451
N -3.872 -2.414 -0.219
C -4.088 -3.694 -0.908
C -3.674 -2.607 1.205
H -4.133 -1.459 -1.962
H -4.450 -3.598 -1.930
H -4.629 -4.485 -0.391
H -3.083 -4.118 -1.020
H -3.000 -3.440 1.403
H -3.232 -1.731 1.678
H -4.651 -2.762 1.662
Br -2.417 4.367 -5.798
C -2.444 2.493 -5.243
C -1.097 1.864 -5.562
Br -0.742 0.371 -4.312
H -3.230 1.954 -5.775
H -2.804 2.460 -4.218
H -0.389 2.682 -5.453
H -1.062 1.439 -6.557
Br -1.920 1.183 4.597
C -3.664 2.069 4.251
C -4.211 2.763 5.481
Br -5.874 3.606 4.889
H -4.324 1.327 3.809
H -3.490 2.792 3.457
H -3.398 3.305 5.957
H -4.624 2.077 6.215

The calculation puts the HOMO-LUMO gap at 9.224 eV. The calculation puts the HOMO energy at -9.067 eV. The SMILES is CCOC(=O)OC.CN(C)C=O.CN(C)C=O.CN(C)C=O.CN(C)C=O.CN(C)C=O.CN(C)C=O.BrCCBr.BrCCBr. As for the spin multiplicity: 1.



Winner for stability: P



--- P ---
A single BrClS molecule. Source: the Open Molecules 2025 dataset; level of theory: ωB97M-V/def2-TZVPD.

Positions of all 3 atoms, in Å:
S -1.547 1.533 -0.603
Cl -0.097 0.186 -0.192
Br 1.644 -1.718 0.795

The calculation puts the HOMO-LUMO gap (alpha / beta) at 4.510 / 4.434 eV. The calculation puts the HOMO energy (alpha / beta) at -9.210 / -9.176 eV. As for the spin multiplicity: 1.



--- Q ---
A 2-piece molecular cluster, BrClS overall. Source: the Open Molecules 2025 dataset; level of theory: ωB97M-V/def2-TZVPD.

Positions of all 3 atoms, in Å:
S 0.442 -1.065 0.081
Cl 0.601 0.562 -1.019
Br -2.454 1.388 2.095

The calculation puts the HOMO-LUMO gap (alpha / beta) at 3.645 / 3.596 eV. The calculation puts the HOMO energy (alpha / beta) at -8.700 / -8.678 eV. As for the spin multiplicity: 1.



Winner for stability: P



--- P ---
A single C24H29N3O4S molecule. Source: the Open Molecules 2025 dataset; level of theory: ωB97M-V/def2-TZVPD.

Positions of all 61 atoms, in Å:
C -0.956 1.995 -2.590
C -0.847 0.792 -3.520
H -1.265 1.051 -4.501
H 0.197 0.502 -3.656
O -1.624 -0.308 -3.071
C -1.045 -1.417 -2.530
C -1.756 -2.598 -2.720
C -1.323 -3.803 -2.205
C -0.136 -3.863 -1.495
C 0.581 -2.689 -1.298
C 0.147 -1.462 -1.783
O 0.784 -0.271 -1.537
C 2.027 -0.247 -0.876
C 3.188 -0.664 -1.775
H 3.060 -1.685 -2.126
H 4.122 -0.592 -1.224
H 3.237 -0.009 -2.641
H 2.000 -0.856 0.036
H 2.150 0.800 -0.579
H 1.500 -2.741 -0.733
C 0.315 -5.141 -0.840
H 1.383 -5.087 -0.615
H 0.145 -5.994 -1.497
C -0.472 -5.356 0.472
N -0.560 -4.117 1.209
C -1.681 -3.344 1.080
O -2.769 -3.824 0.828
C -1.463 -1.878 1.214
C -0.387 -1.317 1.894
C -0.201 0.045 1.802
C -1.058 0.871 1.042
C -2.155 0.301 0.406
C -2.345 -1.059 0.500
H -3.173 -1.534 -0.001
H -2.823 0.925 -0.164
N -0.708 2.188 1.008
C 0.357 2.430 1.683
N 0.973 3.623 1.729
C 1.948 3.958 2.742
H 2.417 3.053 3.128
H 2.711 4.593 2.280
C 1.256 4.734 3.872
H 1.984 5.087 4.603
O 0.609 5.880 3.370
C -0.361 5.544 2.402
H -0.798 6.486 2.069
C 0.272 4.790 1.226
H -0.489 4.462 0.520
H 1.002 5.433 0.726
H -1.144 4.916 2.853
H 0.527 4.076 4.370
S 1.079 1.009 2.502
H 0.282 -1.912 2.498
H 0.318 -3.629 1.309
H -1.499 -5.658 0.256
H 0.009 -6.123 1.085
H -1.910 -4.696 -2.358
H -2.676 -2.537 -3.279
H -0.549 1.757 -1.613
H -0.406 2.832 -3.013
H -1.999 2.278 -2.476

The calculation puts the HOMO-LUMO gap at 8.136 eV. The calculation puts the HOMO energy at -7.785 eV. The SMILES is CCOc1ccc(CCNC(=O)c2ccc3nc(N4CCOCC4)sc3c2)cc1OCC. As for the spin multiplicity: 1.



--- Q ---
A single C24H29N3O4S molecule. Source: the Open Molecules 2025 dataset; level of theory: ωB97M-V/def2-TZVPD.

Positions of all 61 atoms, in Å:
C -7.532 -1.611 -0.434
C -6.453 -0.575 -0.215
O -6.714 0.587 0.004
N -5.164 -1.037 -0.242
C -4.042 -0.283 0.098
C -3.938 1.088 0.287
C -2.697 1.603 0.630
C -1.606 0.768 0.777
C -1.704 -0.604 0.597
C -2.932 -1.122 0.258
C -3.348 -2.546 0.040
H -2.661 -3.091 -0.605
H -3.402 -3.070 0.997
C -4.739 -2.393 -0.604
C -4.638 -2.514 -2.126
H -4.348 -3.525 -2.401
H -3.890 -1.818 -2.500
H -5.586 -2.285 -2.606
H -5.446 -3.128 -0.215
H -0.833 -1.225 0.736
S -0.040 1.508 1.190
O 0.942 0.455 1.343
O -0.194 2.425 2.277
N 0.258 2.397 -0.200
C 0.575 1.551 -1.343
C 1.753 2.084 -2.153
H 2.023 1.348 -2.913
H 1.439 2.991 -2.673
C 2.990 2.408 -1.293
C 2.602 3.110 0.022
C 1.134 3.535 0.002
H 0.942 4.267 -0.786
H 0.848 3.968 0.961
H 2.747 2.450 0.879
H 3.231 3.987 0.177
C 3.852 1.148 -1.123
O 4.832 0.998 -1.827
N 3.416 0.258 -0.204
C 3.997 -0.964 0.165
C 3.337 -1.709 1.141
C 3.860 -2.920 1.550
C 5.035 -3.399 0.998
C 5.702 -2.664 0.026
C 5.177 -1.448 -0.388
H 5.686 -0.870 -1.141
C 6.987 -3.170 -0.557
H 7.245 -2.621 -1.459
H 7.797 -3.047 0.162
H 6.912 -4.229 -0.796
H 5.439 -4.346 1.324
H 3.347 -3.495 2.308
H 2.424 -1.325 1.572
H 2.570 0.461 0.324
H 3.618 3.079 -1.889
H -0.315 1.496 -1.983
H 0.790 0.540 -0.984
H -2.561 2.659 0.794
H -4.799 1.724 0.177
H -7.504 -2.357 0.358
H -7.425 -2.112 -1.392
H -8.493 -1.104 -0.403

The calculation puts the HOMO-LUMO gap at 8.508 eV. The calculation puts the HOMO energy at -8.115 eV. The SMILES is CC(=O)N1c2ccc(S(=O)(=O)N3CCC(C(=O)Nc4cccc(C)c4)CC3)cc2C[C@@H]1C. As for the spin multiplicity: 1.



Winner for stability: Q



--- P ---
A single C4H10N2OS molecule. Source: the Open Molecules 2025 dataset; level of theory: ωB97M-V/def2-TZVPD.

Positions of all 18 atoms, in Å:
O -1.648 -1.454 0.815
C -0.894 -1.268 1.785
N 0.310 -0.142 1.640
C 0.427 0.282 0.333
C -0.907 1.065 -0.095
S -0.671 2.016 -1.593
C 0.815 -0.849 -0.699
N 1.556 -0.414 -1.841
H -0.350 -2.166 2.147
H -1.268 -0.685 2.676
H 1.159 1.104 0.251
H -1.815 0.480 -0.192
H -1.032 1.589 0.853
H -0.532 3.250 -1.089
H 1.269 -1.677 -0.150
H -0.150 -1.285 -0.982
H 2.531 -0.283 -1.606
H 1.201 0.436 -2.255

The calculation puts the HOMO-LUMO gap at 6.363 eV. The calculation puts the HOMO energy at -8.791 eV. As for the spin multiplicity: 1.



--- Q ---
A 2-piece molecular cluster, C4H10N2OS overall. Source: the Open Molecules 2025 dataset; level of theory: ωB97M-V/def2-TZVPD.

Positions of all 18 atoms, in Å:
C 1.479 0.565 -0.978
C 2.740 1.448 -1.004
C 3.244 -1.022 -0.951
C -3.737 -0.027 1.874
N 1.922 -0.766 -0.676
N -4.075 -0.849 0.671
O 1.048 -1.644 -0.361
S 4.183 0.324 -1.458
H 0.918 1.047 -0.188
H 0.985 0.480 -1.957
H 2.638 2.303 -1.627
H 3.068 1.816 0.065
H 3.661 -1.974 -1.061
H -2.692 -0.026 2.282
H -3.895 1.000 1.649
H -4.374 -0.326 2.834
H -3.377 -0.470 0.015
H -3.736 -1.879 0.868

The calculation puts the HOMO-LUMO gap (alpha / beta) at 8.378 / 8.377 eV. The calculation puts the HOMO energy (alpha / beta) at -7.852 / -7.850 eV. As for the spin multiplicity: 1.



--- R ---
A single C4H10N2OS molecule. Source: the Open Molecules 2025 dataset; level of theory: ωB97M-V/def2-TZVPD.

Positions of all 18 atoms, in Å:
O 0.186 -0.668 -0.835
C 0.293 0.234 0.313
N 1.512 0.448 0.902
C 2.722 0.516 0.101
N 2.880 -0.346 -1.046
C -0.666 -0.418 1.330
C -2.055 -0.681 0.773
S -2.463 0.524 -0.571
H -0.135 1.232 0.122
H 3.694 0.480 0.655
H 2.735 1.567 -0.235
H 2.200 -0.242 -1.779
H 3.671 -0.910 -1.274
H -0.846 0.428 2.022
H -0.112 -1.148 1.873
H -2.137 -1.660 0.235
H -2.811 -0.774 1.524
H -0.716 -0.430 -1.128

The calculation puts the HOMO-LUMO gap at 4.934 eV. The calculation puts the HOMO energy at -8.078 eV. As for the spin multiplicity: 1.



Winner for stability: Q